[1]
# C5H35NO13

A 13-piece molecular cluster, C5H35NO13 overall in a non-equilibrium geometry (wB97M-V/def2-TZVPD, OMol25).

As for the orbital gap: 0.329 Ha. As for the energy above the lowest of the compared OMol25 structures with the same formula, charge and spin: 3.924 eV. Its LUMO energy is 0.039 eV.

Last columns: bonded neighbours and bond lengths (Å).
Positions of all 54 atoms, in Å:
1 O -2.07369 -2.50704 2.43635  H31 0.930, H34 1.021
2 O -0.71252 -3.27143 -2.62303  H26 0.902, H29 0.947
3 O -0.20814 -1.32341 4.13315  H20 1.088, H38 0.982
4 O 0.93484 2.48595 2.34582  H36 0.901, H37 0.959
5 O 3.71885 1.24129 -1.02119  H49 0.938, H50 0.941
6 O -1.10302 3.95042 1.61909  H27 0.969, H30 0.890
7 O 1.88369 0.39168 1.09502  H28 1.052, H46 0.925
8 O -0.01113 -0.74025 -3.00713  C16 1.167
9 O -1.03638 1.60638 3.91691  H24 0.971, H40 1.038
10 O 1.39976 -1.88770 2.21182  H41 1.077, H54 0.987
11 O 0.57472 2.88164 -2.39669  H25 0.977, H52 0.897
12 O 3.01861 -3.33462 -0.68613  H22 0.975, H23 0.989
13 O 3.20272 -0.98208 -1.99398  H32 0.918, H44 1.003
14 N -0.82559 -1.33700 -0.10177  C18 1.458, H39 1.013, H51 1.038
15 C -2.35091 -0.27473 -2.98081  C16 1.558, C19 1.593, H47 1.159, H48 1.133
16 C -0.86075 -0.02288 -3.35975  O8 1.167, C15 1.558, H45 1.092
17 C -1.57210 1.09593 -0.80648  C18 1.504, C19 1.578, H33 1.114, H53 1.116
18 C -0.57148 0.08193 -0.32324  N14 1.458, C17 1.504, H21 1.123, H43 1.090
19 C -2.76366 0.59697 -1.71295  C15 1.593, C17 1.578, H35 1.092, H42 1.141
20 H 0.62136 -1.54615 3.46456  O3 1.088
21 H -0.26561 0.47441 0.68393  C18 1.123
22 H 3.44918 -2.94701 0.09768  O12 0.975
23 H 2.07765 -3.29493 -0.38364  O12 0.989
24 H -1.43812 1.75339 4.78901  O9 0.971
25 H -0.02735 3.01615 -1.63862  O11 0.977
26 H -0.72237 -3.71436 -3.40846  O2 0.902
27 H -1.44897 3.30513 2.25378  O6 0.969
28 H 1.54717 1.25496 1.59250  O7 1.052
29 H -0.29611 -2.42906 -2.74421  O2 0.947
30 H -1.81047 4.29923 1.20687  O6 0.890
31 H -2.69858 -1.83958 2.60744  O1 0.930
32 H 3.17183 -1.78815 -1.55636  O13 0.918
33 H -1.12559 1.93038 -1.39495  C17 1.114
34 H -1.38469 -2.21288 3.12983  O1 1.021
35 H -3.09346 1.54496 -2.14339  C19 1.092
36 H 0.37858 2.14976 2.97002  O4 0.901
37 H 0.45660 3.30570 2.20643  O4 0.959
38 H 0.11036 -1.17144 5.04945  O3 0.982
39 H -1.03291 -1.90505 -0.91501  N14 1.013
40 H -1.06532 0.59729 3.67615  O9 1.038
41 H 1.67914 -0.93227 1.80046  O10 1.077
42 H -3.56287 0.04506 -1.11393  C19 1.141
43 H 0.33659 0.11789 -0.92548  C18 1.090
44 H 2.69719 -1.24094 -2.82090  O13 1.003
45 H -0.64255 0.88867 -3.92001  C16 1.092
46 H 2.40322 0.53008 0.34256  O7 0.925
47 H -3.07034 0.12696 -3.79633  C15 1.159
48 H -2.60981 -1.37729 -2.99371  C15 1.133
49 H 3.34502 0.64224 -1.63885  O5 0.938
50 H 4.61191 0.95729 -1.10693  O5 0.941
51 H -1.58585 -1.52651 0.57855  N14 1.038
52 H 1.45314 2.76740 -2.25726  O11 0.897
53 H -1.86617 1.75641 0.04400  C17 1.116
54 H 0.76442 -2.18878 1.51981  O10 0.987

These are the Mulliken partial charges, in e, on atoms 1 to 8: -0.68, -0.66, -0.78, -0.62, -0.66, -0.67, -0.72, -0.41

---

[2]
# C5H36N2O13

A 13-piece molecular cluster, C5H36N2O13 overall in a non-equilibrium geometry (wB97M-V/def2-TZVPD, OMol25).

As for the orbital gap: 0.369 Ha. As for the energy above the lowest of the compared OMol25 structures with the same formula, charge and spin: 1.222 eV. Its LUMO energy is 0.090 eV.

Last columns: bonded neighbours and bond lengths (Å).
Positions of all 56 atoms, in Å:
1 O 3.56608 1.64321 0.05398  H30 0.965, H50 0.978
2 O 0.28275 -3.26218 1.80223  C18 1.201
3 O 0.06613 -2.46291 -0.97470  H27 0.975, H34 0.981
4 O -0.08311 2.52817 -2.59161  H32 0.965, H42 0.966
5 O -2.22300 -1.22509 -1.84148  H24 0.962, H26 0.943
6 O 1.71465 -1.16264 -2.67046  H33 0.992, H51 0.950
7 O 1.16146 0.83397 4.08965  H23 0.978, H29 0.947
8 O 3.12424 -0.18544 1.99582  H47 0.973, H56 0.990
9 O -0.75607 0.14357 -3.65515  H52 0.950, H53 0.966
10 O -3.40783 -1.80627 2.46847  H39 0.962, H55 0.965
11 O 2.63852 -2.47959 0.75965  H35 0.984, H38 0.943
12 O 2.36075 1.35088 -2.34764  H22 0.966, H49 0.967
13 O -4.03368 -0.69700 0.09215  H25 0.964, H48 0.940
14 N -2.17066 2.13457 -0.60143  C17 1.486, H44 1.003, H45 1.018
15 N -0.13473 -1.06033 1.71975  C18 1.407, C19 1.479, H36 1.023
16 C -1.43099 1.05301 1.58713  C17 1.534, C19 1.541, H40 1.124, H41 1.126
17 C -1.67008 2.33744 0.78316  N14 1.486, C16 1.534, H28 1.091, H31 1.150
18 C -0.47772 -2.39928 1.45750  O2 1.201, N15 1.407, H43 1.109
19 C -0.59853 0.01220 0.81376  N15 1.479, C16 1.541, C20 1.529, H21 1.111
20 C 0.63304 0.67235 0.19250  C19 1.529, H37 1.114, H46 1.073, H54 1.129
21 H -1.24411 -0.40872 0.01410  C19 1.111
22 H 2.74457 1.49562 -1.47286  O12 0.966
23 H 1.87404 0.70629 3.43240  O7 0.978
24 H -1.83758 -0.73358 -2.57371  O5 0.962
25 H -3.45931 -0.96370 -0.63434  O13 0.964
26 H -1.48402 -1.71921 -1.52694  O5 0.943
27 H 0.63394 -2.00346 -1.62024  O3 0.975
28 H -0.74278 2.90891 0.71963  C17 1.091
29 H 0.47312 0.26150 3.78247  O7 0.947
30 H 3.35072 1.02052 0.75920  O1 0.965
31 H -2.36845 3.00430 1.40768  C17 1.150
32 H -0.16648 3.32620 -3.12793  O4 0.965
33 H 2.00495 -0.22749 -2.51184  O6 0.992
34 H 0.00877 -3.40824 -1.23084  O3 0.981
35 H 1.94215 -2.89048 1.32016  O11 0.984
36 H 0.81174 -0.93795 2.08802  N15 1.023
37 H 1.28723 1.14357 0.96109  C20 1.114
38 H 2.15960 -2.28109 -0.02854  O11 0.943
39 H -3.68898 -1.43831 1.62523  O10 0.962
40 H -0.91173 1.30414 2.55137  C16 1.124
41 H -2.39207 0.57893 1.93263  C16 1.126
42 H -0.75243 2.58897 -1.89792  O4 0.966
43 H -1.49713 -2.58047 1.06146  C18 1.109
44 H -3.07427 2.55093 -0.72948  N14 1.003
45 H -2.21761 1.14482 -0.83333  N14 1.018
46 H 0.39266 1.37169 -0.58509  C20 1.073
47 H 2.98252 -1.02484 1.52439  O8 0.973
48 H -3.95682 0.23951 0.10843  O13 0.940
49 H 1.56227 1.89699 -2.34362  O12 0.967
50 H 4.53857 1.69899 -0.03027  O1 0.978
51 H 2.37204 -1.55299 -3.23404  O6 0.950
52 H 0.04098 -0.37315 -3.66869  O9 0.950
53 H -0.51684 1.03293 -3.36501  O9 0.966
54 H 1.32535 -0.05630 -0.32101  C20 1.129
55 H -2.61865 -1.29306 2.67952  O10 0.965
56 H 3.86281 -0.35045 2.63463  O8 0.990

These are the Mulliken partial charges, in e, on atoms 1 to 8: -0.72, -0.71, -0.65, -0.72, -0.77, -0.65, -0.68, -0.68